Formula: C3H36NO14
Source: OMol25
Level of theory: wB97M-V/def2-TZVPD

XYZ file:
```
54
Properties=species:S:1:pos:R:3:forces:R:3
H 0.913958 -0.812936 -3.052455 0.225 -0.285 -0.101
O -3.152181 -0.436233 -1.390621 0.059 -0.195 0.732
C 1.970298 1.546221 -0.983942 1.413 0.441 0.851
H -1.202806 1.611340 1.850399 0.464 -0.330 -0.452
H 1.132491 4.913321 -1.548062 0.065 0.132 -0.266
H -2.819578 0.597041 -2.797854 -0.927 -0.208 -0.217
H 2.771426 1.722582 3.674575 0.361 0.268 -0.289
O 2.167555 1.372927 3.009964 -1.399 -0.754 1.477
H -0.051913 -4.440170 -1.008064 0.008 0.322 -0.344
H -0.201530 1.061481 5.012464 -0.091 0.136 0.233
H 0.378203 -2.436695 3.817198 -0.200 -0.020 0.018
N 0.956670 1.836240 0.097512 -1.548 -1.038 -0.678
H -0.297491 0.128091 2.041275 0.320 -0.744 -0.019
H 1.597524 1.733677 -1.976216 -0.715 -0.190 -0.069
H -1.716164 2.943487 -2.954462 0.934 -0.393 -0.072
H 2.704310 2.326484 -0.826925 0.476 0.004 -0.066
O 2.865532 -0.302824 1.100621 0.417 0.023 0.083
H -0.031101 3.879739 -1.518887 0.016 0.191 -0.755
O -2.780995 0.836265 -3.734205 1.300 0.465 -0.481
O 1.572395 -2.536260 1.185251 -0.242 -0.301 0.726
H 1.565439 -3.189826 0.476629 -0.116 0.591 -0.370
H 2.758600 -0.034399 2.049620 0.614 0.125 -0.737
C -0.248330 0.937527 -0.040591 1.361 -1.557 1.092
H -1.732502 -1.176742 -1.838477 -0.351 -0.298 -1.311
O -0.940041 -1.434558 -2.366278 1.539 -0.085 0.449
H -2.765589 -0.283137 -0.482191 -0.588 -0.028 -0.244
H 2.493258 0.546450 -0.907470 -1.337 1.256 0.132
H 0.560008 2.799898 0.055512 1.209 -0.186 -0.288
H -3.900358 -1.044436 -1.300983 0.190 0.225 0.059
O 0.222387 -3.511985 -0.979835 -0.180 -0.274 -0.307
H -2.098707 -0.785084 1.559344 -0.735 0.515 -1.483
H -3.633420 0.952361 -4.146263 -0.431 -0.093 0.384
H 0.449878 -2.288263 2.303884 0.396 0.493 0.275
O -1.750641 -2.787537 1.050722 -0.416 0.262 -1.052
H 0.120600 -0.043634 -0.478222 -0.596 1.174 0.445
O -0.758163 2.808922 -2.769284 -0.893 0.213 0.100
O 1.870514 -0.952622 -2.986645 -0.048 0.382 0.594
H 1.290533 1.683762 1.048204 0.938 0.067 0.035
O -0.059997 -1.955865 3.101781 0.230 -0.300 0.190
H 3.787703 -0.541218 0.878222 -0.684 0.209 0.634
H 1.456206 0.975701 3.655725 0.927 0.509 -1.136
H -0.945202 1.421209 -0.693458 -0.364 0.122 -0.421
C -0.900047 0.665788 1.335202 -1.172 2.132 -1.516
H 2.207519 -1.314135 -3.803113 -0.137 -0.093 -0.382
O -2.124557 0.021012 0.958088 0.856 -1.533 2.525
H -1.050248 -2.832781 1.708879 -0.051 -0.192 -0.138
O 0.433127 0.384718 4.763250 -0.273 -0.054 -0.095
H -1.070139 -1.756348 -3.259822 -1.070 0.265 0.036
O 0.586519 4.381929 -0.972236 -0.149 -0.166 0.917
H -0.522224 1.988944 -3.217923 -0.286 0.042 -0.158
H -1.344301 -2.817042 0.148855 0.080 -0.183 1.251
H 1.934316 -1.654255 0.947826 0.270 -0.629 -0.321
H -0.054419 -3.046881 -1.800552 0.128 -0.328 0.672
H -0.099880 -0.345734 4.409648 0.203 -0.105 -0.142
```
Positions in Å, forces in eV/Å.

The calculation puts the highest occupied orbital energy at -13.540 eV. As for the spin multiplicity: 1. As for the net charge: +1.

Charges per atom according to Löwdin partitioning, unit e:
1. H 0.001
2. O -0.067
3. C -0.015
4. H 0.144
5. H 0.063
6. H -0.015
7. H 0.069
8. O -0.103
9. H 0.076
10. H 0.081
11. H 0.076
12. N 0.028
13. H 0.081
14. H 0.078
15. H 0.082
16. H 0.096
17. O -0.079
18. H -0.007
19. O -0.061
20. O -0.066
21. H 0.047
22. H 0.053
23. C -0.096
24. H 0.011
25. O -0.079
26. H 0.031
27. H 0.095
28. H 0.134
29. H 0.103
30. O -0.075
31. H 0.116
32. H 0.046
33. H 0.002
34. O -0.062
35. H 0.146
36. O -0.060
37. O -0.051
38. H 0.113
39. O -0.099
40. H 0.104
41. H 0.039
42. H 0.108
43. C -0.183
44. H 0.042
45. O -0.099
46. H -0.006
47. O -0.025
48. H 0.072
49. O -0.048
50. H 0.050
51. H 0.032
52. H 0.008
53. H 0.032
54. H 0.038

***

Formula: C3H37NO14
Source: OMol25
Level of theory: wB97M-V/def2-TZVPD

XYZ file:
```
55
Properties=species:S:1:pos:R:3:forces:R:3
H 2.804990 3.381037 -1.215824 0.623 -1.243 -1.250
H 0.993201 -0.875964 0.414816 0.047 0.537 -0.008
H -1.206340 2.904673 0.514468 -0.168 0.412 -0.532
O 1.370262 -0.225773 -0.207030 0.351 -1.086 0.805
H -0.431750 -3.122004 -3.419413 -0.991 -0.314 -0.432
O -2.069036 2.823570 0.071905 -0.605 -2.459 1.074
H -0.684851 -0.911094 -3.866099 0.108 -1.781 -1.344
O -0.628986 -2.657645 2.937862 -3.418 -7.086 -3.930
H -0.504336 4.621338 -2.062062 -0.468 1.381 0.071
N -0.890643 -1.760217 -1.760262 -0.575 -1.500 -3.893
H -1.893579 -0.053052 3.925196 -0.084 1.068 -1.304
H -2.917844 -1.624756 -0.883522 0.995 -0.570 -0.578
H -1.315285 0.747191 2.561806 -3.064 -1.016 2.738
C -0.732701 -0.721366 -2.832611 1.072 1.521 1.911
H 4.267724 0.838615 -0.787344 -0.639 1.663 1.039
H -0.052753 1.139914 0.298912 0.348 -0.180 -0.244
H -2.248173 1.831074 0.323143 -0.626 2.539 -0.940
H 1.899184 1.806656 3.422079 0.118 1.178 1.170
O 0.181986 -0.328808 4.391942 -0.482 -0.019 -1.598
O 4.073676 -0.055777 -0.931676 1.977 -2.307 -2.133
O 2.530014 -3.501232 1.364592 -2.807 2.066 -1.085
H 0.828094 -3.054177 -2.403990 2.760 1.053 0.526
H 2.586526 3.964462 -0.008234 2.076 -2.019 0.465
H 1.043641 2.306015 0.161302 -1.318 -0.995 0.376
O -3.388101 0.576900 0.932582 -2.875 1.034 2.145
O -2.184523 0.558472 3.188962 3.686 0.369 -0.801
H 0.552451 0.021547 3.520559 -0.007 -0.176 1.749
O -0.745635 3.721178 -1.997407 1.866 -1.599 -1.206
H -1.282298 -0.909926 -0.176360 0.130 0.434 0.410
H -2.412109 -3.243609 -1.555189 0.103 0.370 0.468
C -2.345776 -2.158500 -1.700539 -2.203 0.027 0.169
O 0.246587 1.972890 0.667309 1.901 1.362 0.488
H 1.518710 2.251385 -3.819463 -1.252 1.154 -1.976
O 1.874689 1.022445 2.911221 -0.248 -0.343 -2.340
H -1.491990 -1.536622 1.167139 0.080 1.903 -0.117
H 0.771479 -0.337582 -0.937028 -0.325 -0.169 -0.753
H -0.332986 -1.941447 3.280412 2.738 7.957 4.118
O 3.181112 3.177801 -0.349920 -2.893 3.174 0.734
H 3.381454 -0.522203 -0.508881 -1.217 0.794 0.983
H 1.876915 -2.838932 0.917740 1.179 -1.900 1.493
O 1.909487 1.841014 -3.095426 0.253 -2.816 2.341
H -4.407609 0.588674 1.047830 2.666 0.399 -0.111
H 0.194227 -0.149821 -2.652038 -0.208 -0.393 0.070
H 0.163072 -3.162108 2.839180 0.698 -1.029 -0.207
H 3.251914 -3.278845 0.801001 1.593 -0.171 -0.435
H -2.974298 0.828868 1.878822 -1.959 -1.368 -2.407
H -0.438733 -3.946446 -1.700648 0.045 1.923 -1.689
H -3.096967 -2.020020 -2.566769 1.942 0.258 0.388
O -1.435036 -0.615490 0.747499 1.683 -2.817 0.184
H 0.916087 -0.309287 4.994968 0.505 -0.020 0.274
H 1.586388 1.391744 2.029227 0.163 -0.706 0.738
H -1.473260 0.040594 -2.852769 -1.053 0.601 0.922
C -0.197171 -3.001701 -2.379551 -2.502 -1.450 2.842
H -1.612111 3.520511 -1.682584 -0.994 0.351 0.974
H 1.391014 0.985836 -2.959832 1.274 2.005 -0.351
```
Positions in Å, forces in eV/Å.

The calculation puts the highest occupied orbital energy at -9.689 eV. As for the spin multiplicity: 1.

Charges per atom according to Löwdin partitioning, unit e:
1. H 0.014
2. H 0.053
3. H -0.005
4. O -0.039
5. H 0.073
6. O -0.138
7. H 0.076
8. O 0.047
9. H 0.010
10. N -0.256
11. H 0.075
12. H 0.089
13. H 0.125
14. C -0.093
15. H -0.007
16. H 0.013
17. H 0.039
18. H 0.041
19. O -0.087
20. O -0.030
21. O -0.068
22. H 0.037
23. H 0.107
24. H 0.072
25. O -0.195
26. O -0.117
27. H 0.035
28. O -0.050
29. H -0.008
30. H 0.069
31. C -0.111
32. O -0.085
33. H -0.002
34. O -0.046
35. H 0.089
36. H -0.003
37. H -0.122
38. O -0.087
39. H -0.028
40. H 0.064
41. O -0.037
42. H 0.098
43. H 0.048
44. H 0.038
45. H 0.011
46. H 0.036
47. H 0.129
48. H 0.113
49. O -0.128
50. H 0.046
51. H 0.046
52. H 0.089
53. C -0.069
54. H -0.008
55. H 0.038

***

Kohn-Sham gap / eV: 11.31, 9.77
Energy relative to the best compared isomer or geometry (same formula, charge and spin) / kcal per mole: 41.4, 161.3